1.
C22H52LiN2O18P | ωB97M-V/def2-TZVPD

```
! RIJCOSX wB97M-V def2-TZVPD def2/J DEFGRID3
* xyz 0 1
C 5.35 -0.86 0.01
N 4.74 0.40 0.60
C 5.70 0.94 1.58
C 4.45 1.41 -0.52
C 3.43 0.09 1.32
C 2.85 1.30 2.10
O 1.56 1.23 2.73
H 4.76 -1.03 -0.88
H 5.30 -1.88 0.63
H 6.44 -0.77 -0.11
H 5.61 0.37 2.51
H 5.47 2.05 1.91
H 6.76 0.90 1.25
H 5.39 1.63 -1.11
H 4.07 2.35 0.06
H 3.62 0.88 -1.09
H 3.67 -0.71 2.06
H 2.67 -0.37 0.81
H 2.79 2.26 1.32
H 3.56 1.74 2.98
H 0.95 1.43 1.93
C -1.28 6.85 0.00
N -2.02 5.64 0.29
C -3.32 6.03 0.77
C -2.30 4.73 -0.90
C -1.23 4.93 1.39
C -1.85 3.64 2.10
O -0.93 2.74 2.68
H -1.57 7.36 -0.88
H -0.21 6.58 -0.10
H -1.36 7.46 1.07
H -3.42 6.74 1.41
H -4.08 5.17 1.26
H -4.02 6.52 0.08
H -2.78 3.79 -0.86
H -1.39 4.22 -1.29
H -2.43 5.20 -1.68
H -1.16 5.68 2.17
H -0.37 4.52 0.78
H -2.39 3.08 1.33
H -2.60 3.90 2.91
H -0.42 2.49 1.81
Li -0.39 0.22 -0.03
P 0.64 2.08 -0.64
O 1.23 0.89 -0.97
O 0.22 1.68 0.88
O -0.66 1.86 -1.19
O 1.34 3.42 -0.72
C -3.37 0.36 2.43
O -3.53 -0.99 2.03
C -2.68 -1.67 1.29
O -1.87 -1.11 0.57
O -2.97 -2.95 1.13
C -2.03 -3.62 0.32
H -3.35 0.81 1.64
H -2.25 0.57 2.90
H -4.08 0.84 3.04
H -1.13 -3.47 0.66
H -2.24 -3.49 -0.72
H -2.14 -4.65 0.31
C 1.28 -6.39 -3.26
O 2.07 -5.25 -2.75
C 1.54 -4.03 -2.80
O 0.48 -3.79 -3.37
O 2.28 -3.18 -2.05
C 2.17 -1.78 -2.17
H 1.12 -6.32 -4.32
H 0.30 -6.67 -2.45
H 1.87 -7.27 -3.20
H 2.77 -1.42 -1.53
H 1.17 -1.52 -1.88
H 2.08 -1.42 -3.15
C 1.99 -6.01 0.77
O 1.93 -4.63 0.73
C 1.37 -3.96 1.70
O 1.02 -4.50 2.80
O 1.19 -2.59 1.59
C 0.61 -1.72 2.56
H 2.47 -6.25 1.64
H 2.41 -6.39 -0.04
H 1.03 -6.61 0.97
H -0.20 -2.08 3.13
H 0.27 -0.82 2.14
H 1.27 -1.55 3.53
C -3.07 0.47 -2.08
O -4.34 -0.25 -2.12
C -4.47 -1.35 -2.91
O -3.59 -1.68 -3.71
O -5.60 -2.00 -2.79
C -5.88 -2.92 -3.75
H -2.78 0.85 -3.15
H -2.15 -0.14 -1.74
H -3.29 1.50 -1.39
H -5.03 -3.43 -4.23
H -6.38 -2.63 -4.65
H -6.58 -3.70 -3.43
*
```

For the total energy, the calculation gives -72974.7224 eV. The highest occupied orbital energy comes out at -0.2341 hartree. For the molar mass, the calculation gives 670.57 g/mol. The HOMO-LUMO gap comes out at 0.2453 Ha. The calculation puts the LUMO energy at 0.01122 Ha. Its energy above the lowest of the compared OMol25 structures with the same formula, charge and spin is 180.8 kJ/mol.

=====

2.
C3H9NO2S | ωB97M-V/def2-TZVPD

```
! RIJCOSX wB97M-V def2-TZVPD def2/J DEFGRID3
* xyz -2 1
C 0.18 0.58 0.88
C -1.06 1.17 1.47
S -0.85 1.54 3.18
N 0.22 0.42 -0.62
C 0.26 -1.01 -1.10
O 1.29 -1.35 -1.93
H 0.23 -0.48 1.47
H 1.05 1.13 1.23
H -1.21 2.11 0.94
H -1.84 0.44 1.41
H 1.01 0.88 -1.12
H -0.02 -1.52 -0.18
H -0.60 -1.22 -1.77
H 1.10 -1.84 -3.35
H -0.13 -2.58 -3.80
O 0.73 -2.27 -4.18
*
```

For the total energy, the calculation gives -19675.0054 eV. The highest occupied orbital energy comes out at 0.0083 hartree. For the molar mass, the calculation gives 123.18 g/mol. The HOMO-LUMO gap comes out at 0.2139 Ha. The calculation puts the LUMO energy at 0.22216 Ha. Its energy above the lowest of the compared OMol25 structures with the same formula, charge and spin is 102.2 kJ/mol.

=====

3.
C24H21CrN8O2S2 | ωB97M-V/def2-TZVPD

```
! RIJCOSX wB97M-V def2-TZVPD def2/J DEFGRID3
* xyz 0 2
Cr -0.56 -0.77 0.75
N 2.13 -4.14 1.32
C 1.40 -3.01 1.23
S -0.30 -3.17 1.06
N 2.03 -1.87 1.29
N 1.29 -0.77 1.20
C 1.91 0.40 1.19
C 3.37 0.52 1.16
C 4.08 -0.21 0.21
C 5.45 -0.08 0.11
C 6.12 0.79 0.95
C 5.43 1.51 1.90
C 4.06 1.38 2.01
C 1.03 1.52 1.13
C 1.44 2.86 1.14
C 0.50 3.86 1.21
C -0.85 3.50 1.21
C -1.18 2.17 1.06
N -0.28 1.20 1.02
H 1.67 -5.01 1.09
H 3.12 -4.07 1.19
H 3.53 -0.86 -0.46
H 5.98 -0.64 -0.64
H 7.20 0.88 0.87
H 5.96 2.18 2.57
H 3.52 1.93 2.77
H 2.50 3.09 1.09
H 0.80 4.90 1.26
H -1.62 4.25 1.28
H -2.21 1.87 0.94
O -1.47 -0.73 2.54
N -2.67 -1.16 2.52
N -3.14 -1.33 1.34
O -2.44 -0.97 0.29
C -4.39 -1.93 1.12
C -5.27 -2.18 2.17
C -6.49 -2.77 1.88
C -6.82 -3.13 0.58
C -5.91 -2.90 -0.45
C -4.70 -2.30 -0.18
H -5.01 -1.89 3.17
H -7.19 -2.96 2.68
H -7.77 -3.59 0.36
H -6.15 -3.19 -1.46
H -3.99 -2.11 -0.96
C 1.12 1.27 -5.64
C 0.61 1.38 -4.24
C 0.25 2.58 -3.63
C -0.18 2.50 -2.32
N -0.25 1.36 -1.65
C 0.12 0.26 -2.32
S 0.09 -1.23 -1.49
N 0.53 0.23 -3.58
H 1.00 2.20 -6.18
H 0.60 0.47 -6.15
H 2.17 1.01 -5.60
H 0.31 3.52 -4.16
H -0.49 3.38 -1.77
*
```

For the total energy, the calculation gives -91334.4330 eV. As for the expectation value of S²: 0.762. The highest occupied orbital energy (alpha / beta) comes out at -0.2691 / -0.2661 hartree. For the molar mass, the calculation gives 569.62 g/mol. The HOMO-LUMO gap (alpha / beta) comes out at 0.2414 / 0.2397 Ha. The calculation puts the LUMO energy (alpha / beta) at -0.02776 / -0.02638 Ha. Its energy above the lowest of the compared OMol25 structures with the same formula, charge and spin is 70.8 kJ/mol.

=====

4.
C19H52Br2O11V | ωB97M-V/def2-TZVPD

```
! RIJCOSX wB97M-V def2-TZVPD def2/J DEFGRID3
* xyz 0 4
V -2.37 1.87 0.44
C -0.70 0.00 -0.48
O 0.20 -0.82 -0.81
O -1.36 -0.06 0.61
O -0.79 1.11 -0.94
Br -2.54 -2.84 -4.81
C -0.89 -2.13 -3.94
C -0.67 -0.63 -4.06
Br -0.45 -0.14 -5.95
H -0.07 -2.70 -4.37
H -0.95 -2.41 -2.89
H 0.16 -0.35 -3.42
H -1.56 -0.10 -3.72
C 2.05 3.90 -3.56
C 1.33 2.49 -3.49
O 0.27 2.92 -2.61
H 2.89 3.75 -4.24
H 2.41 4.27 -2.60
H 1.46 4.70 -4.01
H 1.99 1.75 -3.03
H 0.94 2.27 -4.49
H 0.03 2.17 -2.06
C -1.48 5.92 -1.60
C -1.20 5.22 -0.32
O -1.46 3.78 -0.47
H -2.56 5.93 -1.72
H -0.97 5.46 -2.45
H -1.22 6.96 -1.42
H -1.70 5.75 0.48
H -0.13 5.30 -0.10
H -0.88 3.52 -1.19
C 0.92 -1.28 2.70
C 0.63 0.18 2.97
O 1.28 0.89 1.92
H 1.69 -1.47 1.95
H 0.05 -1.86 2.36
H 1.29 -1.77 3.60
H 1.10 0.73 3.79
H -0.43 0.39 2.90
H 1.03 0.40 1.14
C -3.04 -5.27 0.61
C -2.47 -3.97 0.10
O -2.83 -2.85 0.94
H -2.74 -5.57 1.61
H -2.86 -6.13 -0.05
H -4.12 -5.24 0.69
H -2.74 -3.77 -0.93
H -1.38 -3.88 0.04
H -2.22 -2.16 0.68
C 3.75 1.43 -0.80
C 3.71 -0.06 -1.12
O 2.65 -0.42 -2.03
H 4.50 1.66 -0.06
H 2.82 1.82 -0.37
H 3.99 2.02 -1.69
H 3.71 -0.71 -0.24
H 4.64 -0.31 -1.62
H 1.83 -0.41 -1.54
C 0.23 4.29 3.14
C -0.98 3.40 3.30
O -0.90 2.58 2.07
H 0.23 4.81 2.18
H 1.12 3.66 3.11
H 0.34 5.01 3.94
H -1.87 4.01 3.44
H -0.81 2.73 4.15
H -0.13 2.02 2.16
C 2.36 -5.17 -1.13
C 1.83 -3.80 -1.55
O 1.13 -3.24 -0.41
H 3.15 -5.54 -1.79
H 1.52 -5.86 -1.04
H 2.82 -5.18 -0.14
H 1.13 -3.81 -2.38
H 2.64 -3.10 -1.75
H 0.74 -2.40 -0.68
C -1.58 -3.34 4.44
C -2.66 -2.25 4.63
O -2.47 -1.16 3.70
H -1.65 -3.75 3.43
H -1.88 -4.15 5.09
H -0.56 -2.99 4.66
H -2.75 -1.90 5.66
H -3.64 -2.68 4.43
H -1.86 -1.44 3.01
*
```

For the total energy, the calculation gives -208839.0029 eV. As for the expectation value of S²: 3.759. The highest occupied orbital energy (alpha / beta) comes out at -0.3336 / -0.3337 hartree. For the molar mass, the calculation gives 667.37 g/mol. The HOMO-LUMO gap (alpha / beta) comes out at 0.2748 / 0.2736 Ha. The calculation puts the LUMO energy (alpha / beta) at -0.05886 / -0.06007 Ha.

=====

5.
CHF3GdO | ωB97M-V/def2-TZVPD

```
! RIJCOSX wB97M-V def2-TZVPD def2/J DEFGRID3
* xyz 0 9
C 0.49 0.11 -1.34
F 1.12 -1.01 -1.89
F 1.44 1.10 -1.60
F -0.45 0.38 -2.34
H -0.37 -0.08 1.03
Gd -1.48 -0.33 4.07
O -0.75 -0.17 2.07
*
```

For the total energy, the calculation gives -32083.1832 eV. As for the expectation value of S²: 20.111. The highest occupied orbital energy (alpha / beta) comes out at -0.2614 / -0.2150 hartree. For the molar mass, the calculation gives 243.26 g/mol. The HOMO-LUMO gap (alpha / beta) comes out at 0.2064 / 0.0968 Ha. The calculation puts the LUMO energy (alpha / beta) at -0.05497 / -0.11819 Ha. Its energy above the lowest of the compared OMol25 structures with the same formula, charge and spin is 4.1 kJ/mol.

=====

6.
C3H5NO2 | ωB97M-V/def2-TZVPD

```
! RIJCOSX wB97M-V def2-TZVPD def2/J DEFGRID3
* xyz 0 1
O 1.24 1.38 -1.19
C 1.22 1.00 0.06
C -1.43 -0.18 0.43
N -0.24 -0.99 0.24
C 1.01 -0.48 0.08
O 2.03 -1.16 0.03
H 1.48 2.32 -1.21
H -1.70 -0.06 1.48
H -2.27 -0.63 -0.11
H -1.27 0.81 0.00
H -0.28 -1.98 0.42
*
```

For the total energy, the calculation gives -8774.6004 eV. The highest occupied orbital energy comes out at -0.3289 hartree. For the molar mass, the calculation gives 87.08 g/mol. The HOMO-LUMO gap comes out at 0.3488 Ha. The calculation puts the LUMO energy at 0.01992 Ha. Its energy above the lowest of the compared OMol25 structures with the same formula, charge and spin is 298.6 kJ/mol.